# 1
{"formula": "C5H6N4", "method": "ωB97M-V/def2-TZVPD", "species": ["C", "H", "H", "N", "C", "N", "C", "N", "H", "C", "C", "N", "H", "H", "H"], "coordinates": [[-0.258, -1.143, -0.578], [-0.803, 2.741, -0.165], [-0.790, -2.220, 1.070], [-1.256, 0.758, -0.355], [-0.449, 1.751, -0.298], [-3.411, -0.040, 0.206], [1.529, 0.420, -0.035], [0.936, -0.730, -0.206], [-1.619, -2.652, -0.383], [0.923, 1.627, -0.054], [-2.468, 0.538, -0.124], [-0.913, -2.114, 0.059], [2.616, 0.357, 0.194], [-0.564, -1.182, -1.579], [1.442, 2.425, 0.324]], "forces_ev_per_a": [[0.7, -0.8, 0.4], [-0.8, 1.0, 0.0], [0.0, -0.1, -0.7], [2.7, -0.6, -1.5], [1.2, 0.9, 1.7], [-1.5, -0.1, 0.1], [0.9, -2.0, 0.0], [0.6, -0.8, 0.5], [-0.6, 0.0, -0.3], [-1.9, -0.3, -1.2], [-2.2, -0.6, 0.6], [0.6, 0.5, 2.0], [-0.8, 0.0, -0.1], [-0.1, 0.6, -1.7], [1.1, 2.1, 0.3]], "lowdin_charge": [-0.267, 0.113, 0.133, 0.029, -0.099, 0.118, -0.167, 0.077, 0.100, -0.098, -0.407, 0.152, 0.125, 0.127, 0.063], "gap_ev": 8.12, "smiles": "N#C/N=C/C=C\\N=C\\N"}



# 2
{"formula": "C5H6N4O3", "method": "ωB97M-V/def2-TZVPD", "species": ["H", "C", "N", "C", "C", "H", "H", "N", "N", "O", "N", "H", "C", "C", "H", "O", "H", "O"], "coordinates": [[-0.836, 1.161, 0.701], [-0.654, -1.793, -0.170], [-1.355, 0.124, -1.314], [0.183, 0.984, 0.919], [1.223, 0.546, 0.195], [2.607, 1.215, 1.442], [0.599, 1.603, 1.771], [-3.503, 0.134, -0.144], [-1.835, -1.546, 0.210], [1.075, -0.157, -1.006], [2.516, 0.705, 0.627], [-0.200, -1.353, -2.110], [-0.187, -0.752, -1.193], [-2.161, -0.342, -0.403], [3.243, 0.200, 0.189], [-3.667, 1.100, 0.573], [-0.215, -2.640, 0.116], [-4.398, -0.559, -0.646]], "forces_ev_per_a": [[-0.3, -0.1, -0.4], [-1.2, 3.6, -1.0], [-1.3, 0.2, 2.2], [2.1, 1.7, 1.8], [-1.5, -0.5, -0.2], [0.7, 0.9, 1.5], [-1.0, -0.9, -0.6], [-2.2, -0.4, -0.4], [-0.7, -0.3, 1.0], [0.0, 0.1, 0.3], [-1.3, -1.0, -2.4], [0.5, 0.3, -0.3], [-0.3, -0.8, 0.3], [1.7, -0.2, -3.1], [0.7, -0.3, -0.1], [0.4, -0.3, -0.4], [2.1, -3.2, 1.0], [1.4, 1.0, 0.6]], "lowdin_charge": [0.029, -0.009, 0.215, 0.047, -0.430, 0.070, 0.087, -0.321, 0.182, 0.021, 0.145, 0.174, -0.301, -0.316, 0.094, 0.122, 0.091, 0.101], "gap_ev": 7.68, "smiles": "C=C(N)O[C@H]1C=NC([N+](=O)[O-])=N1"}



# 3
{"formula": "C5H6N5O", "method": "ωB97M-V/def2-TZVPD", "species": ["H", "C", "N", "H", "N", "H", "H", "H", "N", "C", "N", "C", "C", "O", "N", "H", "C"], "coordinates": [[0.383, -1.315, -0.742], [-1.026, -0.762, 1.876], [3.860, -1.574, 3.141], [-1.481, -0.840, -0.377], [0.247, -0.300, 1.740], [-2.259, 0.601, 0.583], [0.586, 0.421, -1.576], [0.036, 1.669, 0.506], [2.560, -1.678, 3.170], [-0.044, 0.471, 0.589], [3.134, 0.130, 1.999], [-1.506, -0.129, 0.567], [2.208, -0.655, 2.439], [-1.642, -1.359, 2.752], [4.230, -0.518, 2.441], [1.822, -0.276, -0.315], [0.681, -0.241, -0.595]], "forces_ev_per_a": [[0.0, 1.2, 0.2], [-1.2, -0.9, 1.8], [1.7, 0.2, 0.0], [-0.9, 1.3, 2.3], [2.7, -0.2, 2.7], [-1.4, 0.6, 0.2], [0.1, -1.6, 1.7], [0.1, -2.7, 0.7], [-2.1, -0.6, -0.2], [0.3, 0.3, -3.7], [-0.2, 0.2, -0.8], [2.6, -1.0, -1.6], [-3.6, 0.6, -0.8], [0.8, 0.2, -0.9], [0.2, 0.2, 0.3], [-2.0, 0.2, -0.7], [2.7, 2.0, -1.1]], "lowdin_charge": [0.073, -0.525, -0.146, 0.131, 0.103, 0.073, 0.093, 0.166, -0.039, -0.418, -0.035, -0.047, -0.249, 0.004, -0.127, 0.073, -0.130], "gap_ev": 9.18, "charge": -1}



# 4
{"formula": "C5H6N6O2", "method": "ωB97M-V/def2-TZVPD", "species": ["C", "O", "H", "O", "C", "C", "N", "H", "N", "N", "C", "N", "H", "C", "H", "H", "N", "N", "H"], "coordinates": [[0.292, -1.942, 0.176], [2.885, 1.670, -0.315], [-3.982, 1.869, 0.231], [-1.893, -0.787, 0.003], [1.601, -0.222, -0.020], [0.329, 0.261, -0.122], [-0.237, 1.532, -0.197], [4.883, 0.225, -0.107], [1.580, -1.589, 0.173], [-2.299, 0.683, -0.022], [-3.755, 0.767, 0.017], [3.985, -0.279, 0.193], [-4.077, -0.034, 0.696], [2.902, 0.482, -0.081], [-0.203, -2.827, 0.399], [-4.146, 0.697, -0.938], [-1.429, 1.652, -0.022], [-0.485, -0.829, 0.037], [4.049, -1.326, -0.100]], "forces_ev_per_a": [[0.7, 2.3, 0.2], [0.9, 0.4, 0.1], [0.2, -1.7, 0.7], [0.3, 0.8, -0.2], [0.5, -1.3, 0.1], [-1.3, 0.0, -0.1], [3.4, 0.4, 0.3], [-1.8, -0.9, 0.8], [-1.6, -0.3, -0.2], [0.7, -1.5, 0.3], [1.4, 1.9, 1.7], [3.6, -1.5, -1.6], [-0.4, 0.8, -0.1], [-1.8, 0.2, -0.3], [-0.2, -1.7, 0.1], [-0.8, -0.9, -2.1], [-3.4, 0.5, -0.5], [0.5, 0.1, -0.2], [-0.9, 2.7, 0.9]], "lowdin_charge": [-0.089, 0.071, 0.126, 0.027, -0.161, -0.176, 0.091, 0.140, 0.118, -0.130, -0.004, 0.121, 0.099, -0.542, 0.111, 0.050, 0.021, -0.014, 0.143], "gap_ev": 8.97, "smiles": "CN1N=Nc2c(C(N)=O)ncn2O1"}



Record order is preserved below.
Max |F|: 3.11, 3.97, 3.88, 4.19 eV/Å
Record order is preserved below.
HOMO level: -8.19, -8.55, -5.61, -8.68 eV